C4H6N2O | ωB97M-V/def2-TZVPD

Summary:
Energy relative to the best compared isomer or geometry (same formula, charge and spin) (kcal per mole): 29.2
E_LUMO (eV): 0.8570
Maximum force (eV/A): 0.81
Total charge: 0
Spin multiplicity: 1
HOMO (eV): -9.92

Each line ends with the Löwdin charge.
Element x y z (Å)
O 1.540 2.152 0.412  0.088
C 0.868 1.171 0.202  -0.508
N 1.268 -0.129 0.448  0.077
C 0.478 -1.091 -0.293  -0.149
C -0.738 -0.272 -0.659  -0.245
C -1.433 0.410 0.433  -0.084
N -0.458 1.161 -0.384  0.066
H 2.266 -0.248 0.545  0.144
H 0.144 -1.944 0.305  0.118
H 1.017 -1.455 -1.178  0.121
H -1.302 -0.604 -1.529  0.140
H -2.455 0.719 0.243  0.108
H -1.190 0.146 1.461  0.124

Atomic forces in eV per Å
O -0.67 -0.46 -0.08
C 0.25 0.22 0.02
N 0.17 0.09 -0.12
C -0.09 -0.16 0.02
C -0.05 -0.23 -0.05
C -0.26 -0.04 0.22
N 0.22 -0.10 -0.30
H -0.13 -0.09 0.13
H 0.37 -0.05 0.07
H -0.21 0.06 0.11
H 0.23 0.54 -0.06
H 0.10 0.03 0.21
H 0.07 0.19 -0.16